Formula: C6H14N2O2
Source: OMol25
Level of theory: ωB97M-V/def2-TZVPD

Properties
**SMILES**: NCCCC[C@H](N)C(=O)O
**E**: -496.9165 hartree
**Energy above the lowest of the compared OMol25 structures with the same formula, charge and spin**: 370.2 kJ/mol
**2S+1**: 1
**Kohn-Sham gap**: 9.736 eV

Last column: Löwdin charge in e.
Element x y z (Å)
C: 1.20982 0.83106 0.68513  -0.277
C: 2.10381 -0.22913 0.05863  -0.569
C: -0.14816 0.07568 1.11293  -0.118
C: -0.47265 -0.77393 -0.16982  -0.192
C: -1.58196 -0.26419 -1.01502  -0.262
C: -3.00366 -0.46631 -0.59460  -0.243
H: 1.57204 1.58134 -1.20023  0.084
H: 1.15335 2.70744 -0.14670  0.082
H: 1.58749 1.23226 1.65882  0.154
H: -1.04042 0.86120 1.28481  0.129
H: 0.14419 -0.35111 2.04829  0.085
H: -0.66741 -1.67679 0.24765  0.077
H: 0.56642 -0.70028 -0.73438  0.132
H: -1.60885 -0.74228 -1.97647  0.104
H: -1.24830 0.73747 -1.32460  0.114
H: -3.61484 -0.04007 -1.38194  0.090
H: -3.19049 -1.63347 -0.39396  0.145
H: -2.55207 0.56872 1.28385  0.015
H: -4.20015 0.15843 1.20122  0.082
H: 1.73661 -1.72586 1.25772  0.142
N: 0.90882 1.76126 -0.43133  0.061
N: -3.35772 0.47928 0.60674  -0.043
O: 2.89412 0.07140 -0.79320  0.116
O: 2.08856 -1.53387 0.35377  0.093